Molecular formula: C3H7NO2
Method: DFT, the ωB97M-V functional and the def2-TZVPD basis

Each atom is followed by the atoms it is bonded to, with distances in Å.
Element x y z (Å)
1 O -0.108 1.125 0.480  C4 1.418, H13 1.096
2 O -2.044 -0.496 1.374  C5 1.190
3 N 0.847 -1.972 -0.235  C6 1.264, H11 1.024
4 C 0.497 1.611 -0.707  O1 1.418, H8 1.092, H9 1.092, H10 1.096
5 C -1.253 -0.507 0.486  O2 1.190, C6 1.743, H12 1.102
6 C 0.233 -1.392 0.705  N3 1.264, C5 1.743, H7 1.092
7 H 0.392 -1.751 1.724  C6 1.092
8 H 1.120 2.475 -0.472  C4 1.092
9 H -0.300 1.918 -1.387  C4 1.092
10 H 1.120 0.850 -1.191  C4 1.096
11 H 0.537 -1.675 -1.166  N3 1.024
12 H -1.486 -0.510 -0.591  C5 1.102
13 H 0.446 0.322 0.980  O1 1.096

## Properties
**Charge**: 0
**LUMO energy**: 0.01005 hartree
**Energy relative to the best compared isomer or geometry (same formula, charge and spin)**: 4.3825 eV
**SMILES**: [H]/N=C\C=O.CO
**Total energy**: -8806.14639 eV
**HOMO-LUMO gap**: 9.442 eV

Atomic partial charges in e from the Löwdin method, atoms 1 to 4: number 1, O, carries -0.189; number 2, O, carries 0.054; number 3, N, carries 0.094; number 4, C, carries -0.117